1.
This record from the OMol25 dataset describes a molecular structure, C33H46IrN13OP3 in a non-equilibrium geometry. The level of theory is ωB97M-V/def2-TZVPD.

Geometry as ORCA input:
```
! RIJCOSX wB97M-V def2-TZVPD def2/J DEFGRID3
* xyz 0 2
Ir -1.073 -0.518 0.148
C -2.789 2.340 -2.021
C -2.043 1.371 -2.940
C -3.018 0.313 -3.470
P -0.639 0.658 -1.941
C 0.444 -0.169 -3.225
C -0.046 -1.579 -3.576
C 1.902 -0.286 -2.724
C 0.326 2.155 -1.605
C 0.703 3.044 -2.615
C 1.387 4.212 -2.338
C 1.660 4.511 -0.998
C 1.282 3.663 0.021
C 0.628 2.427 -0.244
N 0.180 1.563 0.695
C 0.554 1.540 2.027
C 1.804 1.876 2.569
C 2.062 1.662 3.918
C 1.104 1.107 4.753
C -0.139 0.771 4.229
C -0.427 1.003 2.891
P -1.966 0.595 2.005
C -2.732 2.227 1.619
C -4.183 2.048 1.159
C -2.598 3.295 2.704
C -3.006 -0.337 3.195
C -3.581 0.489 4.347
C -4.116 -1.112 2.468
H -3.644 2.765 -2.552
H -2.155 3.158 -1.678
H -3.159 1.799 -1.148
H -1.616 1.932 -3.777
H -3.218 -0.443 -2.707
H -2.642 -0.187 -4.366
H -3.963 0.790 -3.742
H 0.434 0.464 -4.116
H 0.032 -2.241 -2.711
H 0.537 -1.998 -4.402
H -1.095 -1.573 -3.856
H 1.457 -1.137 -0.814
H 2.474 1.433 -3.883
H 2.351 -1.173 -3.179
H 0.430 2.830 -3.648
H 1.677 4.889 -3.132
H 2.166 5.437 -0.750
H 1.462 3.953 1.047
H 2.583 2.261 1.921
H 3.040 1.910 4.318
H 1.324 0.914 5.795
H -0.874 0.306 4.876
H -2.138 2.547 0.762
H -4.851 1.890 2.008
H -4.291 1.195 0.484
H -4.523 2.942 0.630
H -3.199 3.066 3.585
H -2.947 4.252 2.304
H -1.561 3.420 3.019
H -2.305 -1.069 3.602
H -4.423 1.098 4.015
H -2.847 1.148 4.811
H -3.951 -0.193 5.116
H -4.928 -0.441 2.171
H -4.529 -1.878 3.127
H -3.725 -1.613 1.586
N 3.311 -0.301 0.572
C 2.444 -0.988 1.429
N 2.810 -1.330 2.668
N 1.759 -1.931 3.165
N 0.831 -1.931 2.235
N 1.233 -1.361 1.107
C 3.050 0.046 -0.663
N 3.931 0.955 -1.218
N 3.650 1.394 -2.379
N 2.713 0.880 -3.072
N 1.986 -0.397 -1.277
H 4.139 0.111 0.987
N -1.329 -2.122 1.317
C -0.565 -2.465 2.271
C -0.877 -3.362 3.346
C -2.167 -3.950 3.307
N -3.216 -4.440 3.260
C -0.067 -3.639 4.482
N 0.533 -3.879 5.441
C -4.524 -3.582 -1.326
P -2.733 -3.593 -1.452
C -2.354 -4.438 -3.000
C -2.152 -4.697 -0.174
O -2.177 -2.199 -1.440
H -4.931 -4.592 -1.255
H -4.942 -3.073 -2.196
H -4.781 -3.021 -0.426
H -2.859 -5.405 -3.053
H -1.276 -4.596 -3.057
H -2.667 -3.817 -3.841
H -2.457 -5.723 -0.400
H -2.553 -4.393 0.791
H -1.064 -4.633 -0.124
*
```

Expectation value of S²: 0.76
Strongest force on any atom, hartree/bohr: 0.02525
Relative energy (zero: lowest compared OMol25 entry of this formula, charge and spin), kcal per mole: 124.8
Frontier orbital gap (alpha / beta), eV: 4.95 / 4.95
E_HOMO (alpha / beta), hartree: -0.237 / -0.236

Löwdin population analysis, charges in e, atoms 1 to 8:
1. Ir 0.80
2. C -0.12
3. C -0.52
4. C -0.11
5. P 0.97
6. C -0.39
7. C -0.11
8. C -0.25

---

2.
This record from the OMol25 dataset describes a molecular structure, C33H46N6V in a non-equilibrium geometry. The level of theory is ωB97M-V/def2-TZVPD.

Geometry as ORCA input:
```
! RIJCOSX wB97M-V def2-TZVPD def2/J DEFGRID3
* xyz -1 3
V 0.564 -0.067 0.265
N 1.495 -3.403 3.124
N 0.478 -1.758 -1.015
C 1.418 1.945 -0.178
C 2.450 0.995 0.181
C 2.345 0.777 1.604
C 3.268 -0.047 2.448
H 4.119 -0.407 1.857
H 2.762 -0.963 2.830
H 3.604 0.499 3.331
C 1.334 1.635 2.121
C 1.233 2.090 3.534
H 1.816 3.016 3.674
H 1.641 1.347 4.232
H 0.197 2.323 3.819
C 0.685 2.265 1.018
C -0.370 3.317 1.127
H -1.114 3.050 1.893
H -0.900 3.454 0.173
H 0.055 4.295 1.408
C 3.551 0.517 -0.710
H 4.468 1.107 -0.556
H 3.268 0.613 -1.766
H 3.781 -0.536 -0.503
C 1.303 2.673 -1.476
H 0.260 2.962 -1.657
H 1.631 2.042 -2.308
H 1.916 3.591 -1.483
C 0.796 -4.237 3.851
H 1.268 -4.481 4.852
C -0.483 -4.773 3.416
H -0.973 -5.483 4.075
C -0.990 -4.335 2.141
H -1.974 -4.792 1.817
C -0.286 -3.369 1.441
H -0.653 -3.068 0.429
C 0.895 -2.716 1.978
C 1.634 -1.609 1.599
H 2.559 -2.108 1.001
C 0.267 -0.549 -1.589
C 0.963 -2.626 -1.994
H 1.382 -3.545 -1.661
C 0.897 -2.087 -3.223
H 0.963 -2.509 -4.208
N 0.425 -0.801 -2.920
C 0.233 0.244 -3.795
C 1.247 0.542 -4.748
C 1.052 1.641 -5.585
H 1.827 1.833 -6.334
C -0.097 2.432 -5.441
C -0.294 3.574 -6.364
H -0.847 4.369 -5.857
H -0.865 3.269 -7.250
H 0.676 3.955 -6.698
C -1.071 2.169 -4.468
H -1.968 2.777 -4.359
C -0.907 1.083 -3.612
C -1.903 0.760 -2.528
H -2.173 -0.307 -2.445
H -2.820 1.309 -2.737
H -1.570 1.099 -1.528
C 2.503 -0.289 -4.771
H 2.328 -1.324 -5.096
H 3.058 -0.317 -3.816
H 3.146 0.179 -5.509
C -3.943 -0.531 0.528
N -3.422 -0.486 1.892
C -4.367 0.017 2.891
C -2.068 -0.459 2.107
N -1.258 0.042 1.142
N -1.635 -0.949 3.283
C -2.490 -1.801 4.099
C -0.310 -0.656 3.790
H -5.033 -0.644 0.600
H -3.530 -1.402 -0.014
H -3.719 0.400 -0.028
H -5.023 -0.786 3.265
H -3.841 0.482 3.734
H -5.004 0.781 2.419
H -1.870 0.606 0.544
H -1.867 -2.524 4.637
H -3.059 -1.218 4.839
H -3.180 -2.362 3.455
H 0.444 -0.804 3.008
H -0.253 0.375 4.139
H -0.072 -1.325 4.622
*
```

Expectation value of S²: 2.35
Strongest force on any atom, hartree/bohr: 0.08550
Relative energy (zero: lowest compared OMol25 entry of this formula, charge and spin), kcal per mole: 1.4
Frontier orbital gap (alpha / beta), eV: 3.81 / 4.28
E_HOMO (alpha / beta), hartree: -0.049 / -0.067

Löwdin population analysis, charges in e, atoms 1 to 8:
1. V 0.67
2. N 0.05
3. N -0.03
4. C -0.30
5. C -0.32
6. C -0.28
7. C -0.10
8. H 0.08

---

3.
This record from the OMol25 dataset describes a molecular structure, C33H47BaN2O6PSi in a non-equilibrium geometry. The level of theory is ωB97M-V/def2-TZVPD.

Geometry as ORCA input:
```
! RIJCOSX wB97M-V def2-TZVPD def2/J DEFGRID3
* xyz -2 1
Ba -0.630 0.069 0.435
O 5.483 -0.364 2.833
C 4.195 -0.324 2.367
C 3.398 0.795 2.568
C 2.094 0.763 2.098
N 1.603 -0.280 1.453
C 2.361 -1.344 1.242
C 3.672 -1.422 1.691
C 1.673 -2.481 0.466
O 2.237 -3.576 0.436
O 0.578 -2.167 -0.070
C 1.116 1.916 2.350
O 1.561 2.909 2.929
O -0.055 1.703 1.951
H 5.671 0.474 3.273
H 3.750 1.679 3.087
H 4.259 -2.311 1.516
C 2.170 -1.753 -3.901
C 1.482 -0.690 -3.042
C 0.031 -0.540 -3.461
P 2.498 0.916 -3.173
C 2.671 1.303 -1.317
C 2.067 2.632 -0.897
C 4.164 1.251 -0.994
C 1.434 2.222 -3.929
C 2.094 2.718 -5.062
C 1.635 3.751 -5.859
C 2.359 4.210 -7.097
C 0.449 4.371 -5.456
C -0.236 3.922 -4.363
C 0.166 2.798 -3.571
N -0.592 2.397 -2.556
C -1.892 2.847 -2.419
C -2.918 2.500 -3.330
C -2.620 1.749 -4.598
C -4.228 2.889 -3.092
C -4.579 3.647 -1.986
C -6.002 4.053 -1.712
C -3.565 4.020 -1.114
C -2.248 3.643 -1.308
C -1.190 4.143 -0.367
H 1.689 -2.724 -3.762
H 3.224 -1.843 -3.635
H 2.112 -1.494 -4.960
H 1.522 -1.018 -1.998
H -0.014 -0.307 -4.527
H -0.434 0.261 -2.891
H -0.524 -1.458 -3.275
H 2.174 0.504 -0.757
H 2.503 3.457 -1.462
H 2.233 2.818 0.168
H 0.998 2.604 -1.088
H 4.682 2.055 -1.517
H 4.592 0.302 -1.316
H 4.338 1.361 0.079
H 3.038 2.253 -5.335
H 3.289 3.660 -7.233
H 2.597 5.277 -7.044
H 1.742 4.064 -7.989
H 0.071 5.223 -6.014
H -1.139 4.434 -4.056
H -1.665 1.242 -4.522
H -2.560 2.444 -5.441
H -3.400 1.014 -4.810
H -4.995 2.602 -3.805
H -6.623 3.967 -2.604
H -6.046 5.084 -1.356
H -6.432 3.415 -0.936
H -3.813 4.655 -0.269
H -1.498 5.088 0.083
H -0.254 4.297 -0.903
H -1.010 3.423 0.430
C -1.919 -3.540 -2.675
O -1.735 -2.636 -1.624
H -2.215 -4.532 -2.306
H -1.031 -3.653 -3.307
H -2.730 -3.153 -3.296
H -0.883 -2.784 -1.178
C -4.675 -0.277 -1.286
Si -3.715 -0.295 0.392
C -4.390 -1.958 1.145
C -4.733 1.014 1.399
H -5.756 -0.352 -1.153
H -4.356 -1.107 -1.913
H -4.468 0.643 -1.828
H -5.480 -2.026 1.128
H -4.064 -2.089 2.177
H -3.996 -2.793 0.568
H -5.797 0.774 1.463
H -4.637 1.986 0.918
H -4.349 1.113 2.413
*
```

Strongest force on any atom, hartree/bohr: 0.07372
Relative energy (zero: lowest compared OMol25 entry of this formula, charge and spin), kcal per mole: 41.6
Frontier orbital gap, eV: 4.92
E_HOMO, hartree: -0.039

Löwdin population analysis, charges in e, atoms 1 to 8:
1. Ba 1.77
2. O 0.05
3. C -0.29
4. C 0.05
5. C -0.21
6. N -0.08
7. C -0.18
8. C 0.07

---

4.
This record from the OMol25 dataset describes 2 unconnected molecules or ions with the total composition C33H47F2N3O6S2Si in a non-equilibrium geometry. The level of theory is ωB97M-V/def2-TZVPD.

Geometry as ORCA input:
```
! RIJCOSX wB97M-V def2-TZVPD def2/J DEFGRID3
* xyz 0 1
C -0.743 2.471 4.269
C -0.248 1.257 4.466
C 0.237 -0.275 4.735
N -0.500 -1.113 3.715
C -1.852 -1.017 3.738
C -2.412 -1.964 2.516
C -3.534 -0.998 1.857
C -5.036 -1.571 2.007
O -5.948 -0.493 1.654
C -6.373 0.237 2.821
O -5.600 1.037 3.470
C -7.904 0.105 3.341
C -8.333 -1.461 3.584
C -1.118 -1.797 1.512
C -1.196 -2.764 0.223
C -0.861 -1.989 -1.183
C -0.252 -2.990 -2.313
C 1.361 -2.947 -2.438
C 1.873 -2.628 -3.955
C 3.504 -2.595 -4.037
C 4.043 -1.073 -4.145
C 5.367 -0.913 -5.078
Si 6.074 0.864 -4.699
C 7.025 0.942 -3.021
C 7.374 1.280 -6.072
C 4.673 2.189 -4.801
C 3.445 2.243 -3.777
C 2.328 3.353 -3.989
C 2.358 4.429 -5.168
C 3.629 4.351 -6.127
C 4.773 3.262 -5.962
C 0.000 -2.044 2.648
C 1.560 -1.875 2.302
C 2.139 -1.067 1.055
C 3.651 -0.896 0.692
N 4.671 -1.458 1.536
C 4.201 -2.163 2.697
C 2.751 -2.475 3.201
H -1.298 3.383 3.809
H -0.112 -0.653 5.773
H 1.379 -0.386 4.679
H -2.468 -0.368 4.481
H -2.693 -3.043 2.820
H -3.261 -0.838 0.742
H -3.515 0.046 2.385
H -5.176 -2.416 1.236
H -5.296 -1.977 3.055
H -8.634 0.646 2.611
H -7.966 0.602 4.386
H -7.574 -2.008 4.254
H -9.346 -1.463 4.138
H -8.466 -1.929 2.538
H -1.008 -0.685 1.237
H -0.463 -3.649 0.350
H -2.300 -3.127 0.102
H -1.870 -1.581 -1.606
H -0.182 -1.070 -1.044
H -0.570 -4.057 -2.004
H -0.778 -2.765 -3.323
H 1.742 -2.135 -1.716
H 1.789 -3.961 -2.101
H 1.432 -1.597 -4.247
H 1.516 -3.439 -4.710
H 3.854 -3.229 -4.938
H 3.912 -3.082 -3.064
H 4.207 -0.690 -3.056
H 3.204 -0.423 -4.604
H 5.129 -1.049 -6.212
H 6.124 -1.732 -4.780
H 7.770 1.836 -3.043
H 7.600 -0.051 -2.798
H 6.296 1.170 -2.145
H 7.704 2.395 -6.034
H 8.293 0.576 -6.026
H 6.878 1.117 -7.099
H 3.403 1.457 -2.923
H 1.442 3.393 -3.244
H 1.511 5.207 -5.295
H 3.701 5.135 -6.983
H 5.640 3.316 -6.720
H -0.050 -3.167 2.970
H 1.364 -0.562 0.351
H 3.932 -0.287 -0.257
H 5.046 -2.578 3.388
H 2.541 -3.065 4.171
N -6.997 4.179 5.436
S -6.921 5.158 6.666
O -7.642 6.410 6.564
O -5.683 5.194 7.417
F -7.861 4.362 7.689
S -6.211 4.740 4.196
O -6.516 4.053 2.955
O -4.811 5.072 4.368
F -6.875 6.164 3.931
*
```

Strongest force on any atom, hartree/bohr: 0.14270
Frontier orbital gap, eV: 5.58
E_HOMO, hartree: -0.303

Löwdin population analysis, charges in e, atoms 1 to 8:
1. C 0.12
2. C -0.07
3. C -0.10
4. N -0.05
5. C 0.12
6. C -0.16
7. C -0.12
8. C -0.17

---

5.
This record from the OMol25 dataset describes a molecular structure, C33H47N10S2Ti in a non-equilibrium geometry. The level of theory is ωB97M-V/def2-TZVPD.

Geometry as ORCA input:
```
! RIJCOSX wB97M-V def2-TZVPD def2/J DEFGRID3
* xyz -1 1
Ti 0.449 -0.939 0.855
C 0.527 3.000 2.408
C 1.419 2.060 1.566
N 1.463 0.648 1.900
C 1.864 0.416 3.270
C 0.680 0.054 4.140
N -0.080 -1.040 3.546
C -1.365 -1.157 4.238
C -2.488 -1.908 3.513
C -2.320 -2.167 2.026
N -1.961 -1.009 1.177
C -3.027 0.021 1.151
C -2.781 1.248 2.023
N -1.377 1.561 1.986
C -0.971 2.939 2.132
H 0.868 4.028 2.236
H 0.711 2.796 3.465
H 2.442 2.475 1.660
H 1.162 2.152 0.503
H 2.908 0.317 1.081
H 2.350 1.300 3.711
H 2.617 -0.384 3.297
H 0.004 0.909 4.165
H 0.984 -0.166 5.176
H 0.462 -1.896 3.639
H -1.700 -0.131 4.400
H -1.233 -1.592 5.238
H -3.421 -1.364 3.691
H -2.632 -2.894 3.962
H -3.265 -2.590 1.661
H -1.569 -2.936 1.874
H -1.958 -1.341 0.205
H -3.984 -0.438 1.426
H -3.106 0.350 0.118
H -3.091 1.081 3.062
H -3.418 2.059 1.630
H -0.991 1.222 1.114
H -1.527 3.389 2.962
H -1.217 3.535 1.235
S -0.049 -3.231 -0.049
C 0.961 -3.719 1.278
S 2.147 -2.541 1.719
C 0.788 -4.928 1.923
C -0.242 -5.836 1.540
N -1.086 -6.563 1.241
C 1.601 -5.303 3.034
N 2.239 -5.623 3.940
C -2.260 3.252 -3.120
C -1.105 2.722 -2.298
N -1.526 1.491 -1.644
C -2.200 0.512 -2.370
N -2.242 -0.673 -1.873
C -2.897 -1.728 -2.621
C -2.882 -1.463 -4.117
C -3.481 -0.091 -4.361
N -2.822 0.910 -3.533
C -2.605 2.204 -4.156
H -1.993 4.189 -3.610
H -3.120 3.432 -2.470
H -0.811 3.431 -1.523
H -0.234 2.557 -2.944
H -0.769 1.055 -1.122
H -3.936 -1.848 -2.281
H -2.389 -2.668 -2.393
H -3.438 -2.225 -4.667
H -1.848 -1.471 -4.471
H -4.557 -0.105 -4.150
H -3.357 0.204 -5.406
H -3.517 2.476 -4.694
H -1.794 2.138 -4.896
C 6.573 -0.072 -0.256
C 6.292 0.756 0.821
C 4.984 0.881 1.273
C 3.930 0.198 0.670
C 4.235 -0.636 -0.401
C 5.536 -0.771 -0.864
N 0.898 -0.297 -0.648
C 1.204 0.077 -1.937
C 0.710 -0.661 -3.022
C 0.963 -0.257 -4.323
C 1.734 0.873 -4.578
C 2.269 1.581 -3.509
C 2.011 1.193 -2.203
H 7.590 -0.179 -0.615
H 7.091 1.300 1.313
H 4.789 1.525 2.124
H 3.444 -1.200 -0.880
H 5.744 -1.430 -1.699
H 0.127 -1.547 -2.806
H 0.570 -0.839 -5.149
H 1.939 1.179 -5.597
H 2.903 2.441 -3.692
H 2.461 1.719 -1.371
*
```

Strongest force on any atom, hartree/bohr: 0.04198
Relative energy (zero: lowest compared OMol25 entry of this formula, charge and spin), kcal per mole: 39.0
Frontier orbital gap, eV: 6.78
E_HOMO, hartree: -0.166

Löwdin population analysis, charges in e, atoms 1 to 8:
1. Ti 0.63
2. C -0.17
3. C -0.27
4. N -0.28
5. C -0.29
6. C -0.23
7. N -0.09
8. C -0.21